{
  "formula": "C38H62N3OSTl",
  "method": "ωB97M-V/def2-TZVPD",
  "elements": ["Tl", "C", "C", "C", "C", "C", "C", "C", "C", "C", "C", "C", "C", "C", "C", "C", "C", "C", "H", "H", "H", "H", "H", "H", "H", "H", "H", "H", "H", "H", "H", "H", "H", "H", "H", "H", "H", "H", "H", "H", "H", "H", "H", "H", "H", "H", "H", "C", "C", "C", "C", "C", "C", "C", "C", "C", "C", "C", "C", "C", "C", "C", "C", "C", "H", "H", "H", "H", "H", "H", "H", "H", "H", "H", "H", "H", "H", "H", "H", "H", "H", "H", "H", "H", "H", "H", "H", "H", "H", "H", "H", "H", "H", "O", "N", "S", "C", "N", "C", "C", "C", "N", "H", "H", "H", "H"],
  "positions_angstrom": [[-0.606, 0.378, 0.496], [-2.346, 2.528, 0.982], [-1.436, 3.097, 0.052], [-1.667, 2.429, -1.203], [-2.706, 1.483, -0.973], [-3.126, 1.539, 0.365], [-4.210, 0.691, 1.014], [-5.577, 1.353, 0.779], [-3.977, 0.566, 2.523], [-4.243, -0.718, 0.407], [-1.041, 2.604, -2.597], [-1.760, 1.713, -3.620], [0.440, 2.181, -2.639], [-1.200, 4.040, -3.120], [-0.672, 4.368, 0.457], [0.725, 4.519, -0.145], [-0.481, 4.407, 1.984], [-1.520, 5.598, 0.080], [-2.451, 2.834, 2.014], [-3.143, 0.826, -1.714], [-5.599, 2.345, 1.235], [-6.386, 0.753, 1.211], [-5.764, 1.469, -0.291], [-4.102, 1.529, 3.023], [-2.966, 0.207, 2.735], [-4.692, -0.137, 2.962], [-4.502, -0.686, -0.654], [-4.989, -1.336, 0.917], [-3.269, -1.206, 0.505], [-1.655, 0.654, -3.379], [-1.325, 1.876, -4.610], [-2.825, 1.952, -3.675], [0.549, 1.172, -2.228], [1.082, 2.850, -2.067], [0.805, 2.164, -3.672], [-2.255, 4.325, -3.098], [-0.852, 4.106, -4.157], [-0.646, 4.770, -2.539], [1.314, 3.627, 0.063], [1.231, 5.374, 0.313], [0.718, 4.688, -1.219], [-0.039, 3.482, 2.358], [-1.425, 4.573, 2.505], [0.185, 5.233, 2.250], [-1.669, 5.669, -0.998], [-1.041, 6.521, 0.425], [-2.504, 5.522, 0.547], [-0.241, -3.324, -0.055], [0.766, -3.263, 1.025], [1.984, -2.988, 0.467], [1.708, -2.620, -0.993], [0.278, -3.003, -1.243], [-0.428, -2.966, -2.581], [0.500, -2.434, -3.676], [-1.667, -2.062, -2.482], [-0.877, -4.390, -2.940], [3.432, -3.009, 0.972], [3.822, -1.740, 1.755], [4.404, -3.126, -0.217], [3.692, -4.266, 1.819], [0.289, -3.543, 2.452], [0.366, -5.055, 2.726], [-1.192, -3.130, 2.589], [1.036, -2.740, 3.524], [-1.268, -3.626, 0.103], [2.437, -2.929, -1.738], [0.888, -1.442, -3.425], [-0.049, -2.346, -4.615], [1.347, -3.104, -3.846], [-1.405, -1.078, -2.091], [-2.415, -2.495, -1.813], [-2.125, -1.930, -3.466], [-0.020, -5.063, -3.022], [-1.406, -4.385, -3.896], [-1.550, -4.788, -2.179], [3.923, -0.886, 1.083], [4.790, -1.894, 2.240], [3.093, -1.472, 2.515], [4.371, -2.251, -0.866], [4.200, -4.018, -0.814], [5.421, -3.210, 0.172], [3.140, -4.286, 2.752], [4.756, -4.309, 2.067], [3.439, -5.167, 1.254], [-0.140, -5.613, 1.934], [-0.131, -5.282, 3.672], [1.393, -5.410, 2.783], [-1.868, -3.808, 2.068], [-1.364, -2.117, 2.218], [-1.466, -3.145, 3.645], [2.104, -2.926, 3.549], [0.635, -2.998, 4.506], [0.888, -1.668, 3.367], [2.686, -0.570, -1.222], [1.699, -1.136, -0.829], [1.687, 1.351, 2.587], [2.757, 2.230, 1.656], [3.093, 1.791, 0.395], [3.901, 2.473, -0.442], [4.439, 3.649, -0.045], [4.114, 4.057, 1.268], [3.328, 3.396, 2.080], [2.741, 0.895, 0.085], [4.070, 2.030, -1.414], [5.078, 4.232, -0.689], [4.535, 4.976, 1.668]],
  "mulliken_charge": [0.96, -0.94, 0.38, -0.08, -0.36, -0.60, 2.34, -1.97, -1.76, -1.56, 2.99, -2.26, -1.55, -1.87, 2.51, -1.37, -2.01, -1.79, 0.18, 0.23, 0.37, 0.48, 0.32, 0.33, 0.24, 0.44, 0.29, 0.55, 0.14, 0.21, 0.50, 0.42, -0.09, -0.10, 0.60, 0.35, 0.45, 0.28, -0.27, 0.69, 0.21, 0.31, 0.40, 0.43, 0.24, 0.49, 0.33, -0.68, 0.27, -0.28, -0.18, -0.97, 2.66, -1.90, -1.28, -1.92, 2.23, -1.22, -2.13, -1.79, 2.47, -1.71, -2.32, -1.81, 0.28, 0.89, 0.16, 0.46, 0.41, -0.46, 0.35, 0.65, 0.39, 0.48, 0.31, 0.31, 0.46, 0.02, 0.21, 0.37, 0.53, 0.20, 0.52, 0.35, 0.32, 0.47, 0.26, 0.32, 0.50, 0.56, 0.28, 0.57, 0.20, -0.67, 0.76, -0.38, 0.38, 0.55, -0.05, -0.69, -0.18, -0.50, -0.36, 0.39, 0.43, 0.42],
  "relative_energy_ev": 0.689,
  "multiplicity": 1,
  "orbital_gap_ev": 6.2231
}


{
  "formula": "C3H6O2S2",
  "method": "ωB97M-V/def2-TZVPD",
  "elements": ["C", "C", "C", "O", "O", "S", "S", "H", "H", "H", "H", "H", "H"],
  "positions_angstrom": [[-0.591, -0.415, -0.649], [1.694, 0.541, 0.180], [0.709, -0.633, 0.185], [-2.599, 1.277, -0.927], [-1.704, 1.079, 1.402], [-2.108, -1.535, 0.083], [-1.929, 0.545, 0.116], [-0.625, -0.569, -1.674], [1.920, 0.528, -0.934], [2.555, 0.089, 0.844], [1.170, 1.507, 0.383], [0.396, -0.889, 1.205], [1.112, -1.525, -0.213]],
  "mulliken_charge": [-0.35, -0.81, -0.77, -0.55, -0.51, -0.17, 0.89, 0.56, 0.26, 0.28, 0.30, 0.40, 0.46],
  "relative_energy_ev": 3.038,
  "multiplicity": 1,
  "smiles": "CC[C@H]1SS1(=O)=O",
  "orbital_gap_ev": 9.7708
}


{
  "formula": "C17H21N3O2S",
  "method": "ωB97M-V/def2-TZVPD",
  "elements": ["O", "O", "N", "C", "C", "C", "C", "C", "C", "C", "C", "C", "N", "N", "C", "C", "C", "C", "C", "C", "C", "C", "S", "H", "H", "H", "H", "H", "H", "H", "H", "H", "H", "H", "H", "H", "H", "H", "H", "H", "H", "H", "H", "H"],
  "positions_angstrom": [[-4.461, -0.745, 4.924], [-3.727, -1.168, 2.713], [0.560, -0.801, 3.030], [0.799, -0.648, 1.753], [-0.179, 0.202, 1.123], [-1.090, 0.465, 2.069], [-1.299, 0.946, -1.007], [-1.185, 1.314, -2.376], [1.083, 0.476, -0.995], [-0.149, 0.529, -0.304], [0.053, 1.231, -3.049], [1.162, 0.776, -2.361], [-0.619, -0.140, 3.243], [4.642, 1.764, -3.532], [0.362, 1.494, -4.511], [-1.294, -0.095, 4.544], [1.879, 1.279, -4.673], [3.385, -0.303, -3.190], [3.691, 1.085, -2.685], [2.307, 0.787, -3.278], [-4.035, -3.290, 4.277], [-1.918, -1.479, 4.742], [-3.615, -1.573, 4.100], [1.660, -1.057, 1.263], [-2.022, 0.998, 1.952], [-2.300, 1.006, -0.555], [-2.059, 1.681, -2.918], [1.982, 0.231, -0.482], [4.968, 1.110, -4.246], [4.256, 2.600, -3.946], [-0.180, 0.811, -5.191], [0.137, 2.519, -4.786], [-0.526, 0.081, 5.282], [-2.022, 0.727, 4.620], [2.397, 2.198, -4.969], [2.077, 0.482, -5.440], [3.150, -1.094, -2.482], [3.864, -0.657, -4.109], [3.797, 1.156, -1.601], [-3.861, -3.576, 5.323], [-3.350, -3.867, 3.636], [-5.055, -3.501, 4.014], [-1.255, -2.227, 4.273], [-2.007, -1.727, 5.805]],
  "mulliken_charge": [-0.67, -0.62, -1.12, -0.39, 0.33, -0.31, -0.96, -0.75, -0.02, 0.41, -0.20, 0.04, 0.77, -0.72, -0.72, -1.01, -0.59, -1.23, -0.22, 1.19, -1.03, -0.69, 1.22, 0.57, 0.38, 0.37, 0.40, 0.32, 0.27, 0.28, 0.26, 0.31, 0.35, 0.35, 0.27, 0.25, 0.27, 0.29, 0.32, 0.35, 0.34, 0.37, 0.47, 0.49],
  "relative_energy_ev": 3.821,
  "multiplicity": 1,
  "smiles": "CS(=O)(=O)CCn1cc(-c2ccc3c(c2)[C@]2(CC3)C[C@H]2N)cn1",
  "orbital_gap_ev": 8.4262
}


{
  "formula": "CaH10NO8",
  "method": "ωB97M-V/def2-TZVPD",
  "elements": ["Ca", "N", "O", "O", "O", "O", "H", "H", "O", "H", "H", "O", "H", "H", "O", "H", "H", "O", "H", "H"],
  "positions_angstrom": [[3.106, 0.980, 3.670], [0.825, 0.896, 0.880], [-0.321, 0.450, 1.205], [1.031, 1.379, -0.222], [1.688, 0.858, 1.712], [0.005, -1.832, -0.679], [-0.295, -1.207, -0.019], [0.546, -1.313, -1.274], [-0.620, -2.264, 3.128], [-0.452, -2.422, 4.058], [-0.881, -1.344, 3.085], [-0.992, 0.963, -2.680], [-0.707, 0.750, -1.792], [-0.666, 0.240, -3.217], [2.187, 1.806, -2.786], [1.579, 1.348, -2.206], [1.626, 2.338, -3.350], [-2.667, -0.231, -0.045], [-2.329, -0.248, 0.851], [-2.664, -1.148, -0.320]],
  "mulliken_charge": [1.91, 0.82, -0.56, -0.50, -0.66, -0.55, 0.28, 0.32, -0.59, 0.30, 0.29, -0.42, 0.32, 0.40, -0.51, 0.37, 0.35, -0.36, 0.37, 0.40],
  "s2": 0.76,
  "multiplicity": 2,
  "total_charge": 2,
  "orbital_gap_ev": [7.0691, 3.4300]
}


{
  "formula": "C30H65F9NO6S2",
  "method": "ωB97M-V/def2-TZVPD",
  "elements": ["C", "C", "N", "C", "C", "S", "C", "C", "C", "C", "C", "C", "C", "C", "C", "C", "C", "C", "C", "F", "F", "C", "F", "F", "S", "F", "F", "F", "F", "F", "C", "C", "O", "H", "H", "H", "H", "H", "H", "H", "H", "H", "H", "H", "H", "H", "H", "H", "H", "H", "H", "H", "H", "H", "H", "H", "H", "H", "H", "H", "H", "H", "H", "H", "H", "H", "H", "H", "C", "C", "O", "H", "H", "H", "H", "H", "H", "C", "C", "O", "H", "H", "H", "H", "H", "H", "C", "C", "O", "H", "H", "H", "H", "H", "H", "C", "C", "O", "H", "H", "H", "H", "H", "H", "C", "C", "O", "H", "H", "H", "H", "H", "H"],
  "positions_angstrom": [[-4.657, -0.694, 2.401], [-4.885, -1.222, 0.899], [-3.511, -1.634, 0.367], [-3.421, -1.443, -1.107], [-2.701, -0.067, -1.534], [-3.311, 1.413, -0.576], [-3.407, 2.762, -1.893], [-3.526, 4.234, -1.280], [-2.458, 5.292, -1.828], [-2.068, 5.132, -3.368], [-3.063, 6.799, -1.666], [-2.018, 7.826, -1.016], [-1.494, 8.946, -2.044], [-0.261, 9.692, -1.833], [1.100, 9.365, -2.647], [-0.153, 10.924, -0.808], [-2.130, 1.914, 0.768], [-1.133, 0.768, 1.262], [0.423, 1.208, 1.242], [0.976, 0.551, 2.400], [0.578, 2.577, 1.521], [1.263, 0.628, 0.025], [0.791, -0.625, -0.461], [2.557, 0.317, 0.547], [1.545, 1.732, -1.448], [2.934, 0.838, -1.808], [2.451, 2.835, -0.618], [0.118, 2.559, -1.274], [0.717, 0.632, -2.434], [1.825, 2.622, -2.823], [-3.422, -3.072, 0.737], [-2.832, -3.574, 2.154], [-3.845, -3.994, -0.015], [-5.053, 0.365, 2.589], [-5.021, -1.445, 3.190], [-3.518, -0.623, 2.571], [-5.510, -2.184, 0.983], [-5.366, -0.467, 0.200], [-4.436, -1.570, -1.639], [-2.750, -2.287, -1.512], [-1.568, -0.151, -1.350], [-2.898, 0.116, -2.653], [-4.399, 2.547, -2.437], [-2.513, 2.582, -2.569], [-4.573, 4.657, -1.501], [-3.459, 4.210, -0.130], [-1.536, 5.272, -1.136], [-2.940, 4.948, -4.072], [-1.435, 6.025, -3.709], [-1.356, 4.224, -3.433], [-4.087, 6.791, -1.139], [-3.268, 7.186, -2.734], [-1.133, 7.322, -0.514], [-2.598, 8.394, -0.194], [-2.121, 9.219, -2.962], [2.012, 9.757, -2.078], [1.098, 9.928, -3.657], [1.209, 8.247, -2.862], [0.915, 11.090, -0.421], [-0.442, 11.882, -1.379], [-0.902, 10.751, 0.043], [-1.628, 2.883, 0.435], [-2.795, 2.219, 1.658], [-1.367, 0.610, 2.380], [-1.302, -0.258, 0.792], [-2.084, -2.850, 2.608], [-2.367, -4.606, 1.973], [-3.729, -3.709, 2.860], [-1.727, -7.588, 0.072], [-0.501, -6.702, 0.171], [-0.629, -5.585, -0.703], [-1.863, -7.941, -0.953], [-1.639, -8.452, 0.735], [-2.630, -7.030, 0.340], [0.395, -7.255, -0.118], [-0.366, -6.334, 1.194], [-1.419, -5.095, -0.436], [1.709, -4.250, -3.289], [2.162, -5.491, -2.546], [2.778, -6.405, -3.446], [1.003, -4.514, -4.081], [1.228, -3.542, -2.610], [2.558, -3.755, -3.771], [1.310, -5.993, -2.086], [2.879, -5.236, -1.758], [3.537, -5.957, -3.843], [-0.819, -6.115, 5.952], [-0.266, -6.027, 4.544], [-0.396, -4.699, 4.045], [-1.872, -5.821, 5.970], [-0.731, -7.131, 6.344], [-0.286, -5.433, 6.621], [-0.815, -6.694, 3.875], [0.791, -6.309, 4.522], [0.099, -4.116, 4.635], [4.779, -2.174, -0.696], [6.011, -1.296, -0.595], [5.868, -0.155, -1.431], [4.622, -2.497, -1.728], [4.876, -3.059, -0.061], [3.884, -1.622, -0.394], [6.898, -1.844, -0.917], [6.168, -0.959, 0.436], [5.087, 0.329, -1.135], [6.761, -2.411, 3.533], [8.156, -2.530, 2.952], [8.226, -3.648, 2.076], [6.493, -3.320, 4.077], [6.693, -1.559, 4.214], [6.020, -2.286, 2.737], [8.890, -2.677, 3.747], [8.427, -1.628, 2.395], [7.581, -3.507, 1.371]],
  "mulliken_charge": [-0.73, -0.56, 0.43, -0.94, -0.01, 0.21, -0.63, -1.05, 0.93, -1.46, -0.84, -0.35, -0.55, 0.33, -1.00, -0.97, -0.66, -0.54, 0.44, -0.32, -0.27, 0.77, -0.21, -0.27, 1.09, -0.30, -0.30, -0.17, -0.32, -0.30, 0.14, -0.77, -0.58, 0.25, 0.31, 0.03, 0.52, 0.43, 0.35, 0.35, -0.19, 0.67, 0.40, 0.43, 0.52, 0.30, -0.06, 0.33, 0.39, 0.28, 0.41, 0.33, 0.32, 0.28, 0.25, 0.33, 0.25, 0.24, 0.33, 0.24, 0.30, 0.47, 0.55, 0.39, 0.06, 0.21, 0.17, 0.28, -1.10, -0.04, -0.42, 0.33, 0.37, 0.27, 0.38, 0.06, 0.17, -0.83, 0.36, -0.55, 0.35, 0.02, 0.39, -0.23, 0.18, 0.31, -1.13, -0.15, -0.39, 0.28, 0.35, 0.33, 0.23, 0.29, 0.23, -0.70, -0.21, -0.53, 0.29, 0.39, -0.03, 0.33, 0.17, 0.26, -0.81, -0.25, -0.52, 0.30, 0.31, 0.13, 0.32, 0.24, 0.29],
  "multiplicity": 1,
  "total_charge": 1,
  "orbital_gap_ev": 4.6786
}


{
  "formula": "C25H26N4O4S",
  "method": "ωB97M-V/def2-TZVPD",
  "elements": ["C", "C", "C", "C", "O", "N", "C", "C", "C", "C", "C", "C", "H", "O", "C", "O", "H", "H", "H", "H", "H", "H", "S", "C", "N", "C", "C", "C", "C", "C", "C", "C", "N", "C", "C", "O", "N", "H", "C", "H", "C", "C", "H", "H", "H", "C", "H", "H", "H", "H", "H", "H", "H", "H", "H", "H", "H", "H", "H", "H"],
  "positions_angstrom": [[-2.123, -4.846, -0.653], [-0.775, -4.298, -0.198], [-0.642, -2.803, -0.486], [-1.599, -2.003, 0.398], [-1.391, -1.833, 1.576], [-2.725, -1.625, -0.268], [-3.780, -0.826, 0.182], [-3.872, -0.372, 1.492], [-4.927, 0.438, 1.903], [-5.877, 0.771, 0.969], [-5.790, 0.313, -0.346], [-4.757, -0.483, -0.766], [-4.702, -0.827, -1.787], [-6.853, 0.787, -1.067], [-7.620, 1.554, -0.162], [-7.002, 1.546, 1.105], [-7.695, 2.590, -0.531], [-8.633, 1.125, -0.084], [-4.995, 0.791, 2.917], [-3.107, -0.649, 2.196], [-2.752, -1.821, -1.259], [-0.799, -2.590, -1.546], [1.080, -2.305, -0.092], [0.852, -0.589, -0.163], [-0.275, -0.076, -0.506], [-0.431, 1.293, -0.470], [-1.676, 1.830, -0.805], [-1.876, 3.193, -0.759], [-0.847, 4.053, -0.388], [0.392, 3.546, -0.061], [0.610, 2.171, -0.098], [1.879, 1.579, 0.231], [2.982, 2.121, 0.570], [3.957, 1.074, 0.768], [3.216, -0.228, 0.519], [3.577, -1.376, 0.560], [1.937, 0.176, 0.176], [4.318, 1.117, 1.800], [5.144, 1.258, -0.192], [4.763, 1.183, -1.214], [6.270, 0.241, 0.010], [7.267, 0.362, -1.141], [7.706, 1.358, -1.160], [6.779, 0.184, -2.097], [8.068, -0.364, -1.027], [6.985, 0.449, 1.343], [7.360, 1.468, 1.420], [7.827, -0.234, 1.425], [6.320, 0.258, 2.181], [5.840, -0.765, -0.004], [5.521, 2.272, -0.052], [1.211, 4.185, 0.230], [-1.021, 5.118, -0.357], [-2.846, 3.595, -1.013], [-2.473, 1.161, -1.087], [0.031, -4.828, -0.709], [-0.654, -4.452, 0.876], [-2.171, -5.914, -0.458], [-2.938, -4.364, -0.119], [-2.263, -4.690, -1.721]],
  "mulliken_charge": [-1.24, -0.74, 0.43, -0.05, -0.72, 0.29, -0.15, -0.33, -1.35, 1.11, 0.81, -1.01, 0.44, -0.51, -0.28, -0.48, 0.24, 0.25, 0.43, 0.60, 0.23, 0.47, -0.35, 0.50, -0.30, -0.49, -0.18, -0.78, -0.60, -0.49, 0.55, 0.29, -0.73, 0.31, 0.41, -0.68, 0.16, 0.29, -1.18, 0.26, 1.11, -1.64, 0.34, 0.40, 0.43, -1.55, 0.32, 0.44, 0.35, 0.15, 0.40, 0.50, 0.41, 0.43, 0.60, 0.50, 0.34, 0.41, 0.30, 0.30],
  "relative_energy_ev": 1.208,
  "multiplicity": 1,
  "smiles": "CC[C@H](SC1=Nc2ccccc2C2=N[C@H](CC(C)C)C(=O)N12)C(=O)Nc1ccc2c(c1)OCO2",
  "orbital_gap_ev": 7.9399
}


Ordered electronic energy results: -62456.669; -28971.256; -37368.348; -36446.228; -92048.272; -51333.847; unit eV.